No. 1
This record from the Open Molecules 2025 dataset describes a cluster of 5 separate species, C33H48F2IN5O3PS in total at a distorted geometry. The level of theory is ωB97M-V/def2-TZVPD.

Structure (XYZ):
```
94
Properties=species:S:1:pos:R:3:forces:R:3:lowdin_charge:R:1
C 4.3418 -3.9740 0.8170 -0.282 -1.594 0.697 -0.130
C 3.3132 -4.4911 -0.3469 -0.451 0.632 -1.035 -0.248
C 2.8353 -3.2834 -1.4016 -0.416 -1.864 -0.337 -0.235
C 4.0440 -2.9599 -2.4326 0.102 -0.541 -0.650 -0.223
C 4.8269 -1.5557 -2.2922 1.143 0.327 -0.378 -0.214
C 4.4303 -0.5700 -1.0646 0.477 1.837 -0.019 -0.201
C 3.4786 0.7039 -1.5776 -0.161 -0.029 -0.274 -0.199
C 2.1995 0.2347 -2.4903 -0.541 0.515 -0.776 -0.197
C 0.7309 0.6847 -1.9028 -0.532 0.305 -0.810 -0.197
C -0.0425 -0.5111 -1.0510 1.620 0.120 -1.288 -0.190
N -1.2649 0.1408 -0.3995 -2.653 1.202 2.117 -0.069
C -1.0022 0.9619 0.8805 -3.961 0.382 -0.428 -0.404
I 1.0472 1.2506 1.7174 -2.136 -0.633 -1.099 1.046
C -2.2285 1.7275 1.7222 -0.121 -2.823 -4.114 -0.182
P -1.7950 2.7425 3.2771 0.279 1.061 2.669 0.353
O -1.0984 1.6086 4.4546 0.534 2.993 -2.642 -0.312
O -0.6649 4.0605 2.8991 -1.369 -3.587 -1.809 -0.318
S -3.2999 3.5805 4.1775 0.686 -0.912 -1.030 0.434
C -3.7477 1.5411 1.1374 0.377 -0.611 -1.226 0.032
F -4.9470 2.1482 1.7572 4.829 -2.410 -2.435 -0.015
C -3.9597 0.6734 -0.2361 1.793 0.252 0.711 0.076
F -5.3173 0.5101 -0.8214 5.153 0.608 2.144 -0.005
C -2.6485 -0.0241 -1.0054 -1.237 2.004 2.920 0.092
C -3.0063 -0.8391 -2.3903 -1.268 0.511 -0.404 -0.134
O -3.8342 -2.0284 -2.0800 2.818 1.102 -0.759 -0.223
C -3.0153 -3.2418 -1.9371 -0.189 -1.757 1.295 -0.092
H 5.4333 -4.3270 0.5364 -2.170 1.184 0.622 0.090
H 4.0635 -4.5756 1.8100 0.711 1.339 -2.106 0.087
H 4.2584 -2.8413 1.0964 0.267 -2.157 -0.836 0.061
H 2.3315 -4.9776 0.0689 1.972 0.951 -0.478 0.101
H 3.8247 -5.3066 -1.0528 -1.038 1.711 1.758 0.106
H 2.3357 -2.3755 -0.8646 1.244 -1.552 -0.870 0.067
H 1.9652 -3.7949 -2.0412 1.740 1.169 1.304 0.109
H 4.8476 -3.8348 -2.3349 -1.842 1.869 -0.181 0.118
H 3.6224 -3.0412 -3.5367 0.875 0.191 2.269 0.115
H 4.7368 -0.9655 -3.3253 0.131 -1.119 2.351 0.125
H 5.9908 -1.7977 -2.1896 -2.589 0.539 -0.187 0.124
H 5.4324 -0.0513 -0.6755 -2.175 -1.220 -0.770 0.124
H 3.9426 -1.0681 -0.1276 0.869 0.689 -1.957 0.078
H 4.1005 1.4734 -2.2437 -1.150 -1.880 1.545 0.128
H 3.0535 1.3383 -0.6817 0.993 -1.336 -1.582 0.051
H 2.1442 -0.9159 -2.7121 0.347 2.135 0.528 0.103
H 2.3009 0.7681 -3.5534 -0.303 -1.241 2.338 0.131
H 0.0235 0.9035 -2.8387 1.403 -0.493 2.011 0.125
H 0.7627 1.7187 -1.3090 0.068 -2.418 -1.106 0.095
H -0.3195 -1.3373 -1.8457 0.100 1.762 1.902 0.121
H 0.6657 -1.0529 -0.2670 -1.799 1.442 -1.347 0.112
H -0.3782 2.1296 4.9352 -1.153 -0.892 -0.736 0.047
H -0.4200 3.9927 1.9097 -0.304 0.288 2.085 0.069
H -3.7195 -0.1133 -3.0146 1.588 -1.383 1.578 0.135
H -2.0896 -1.0554 -3.0845 -1.549 0.307 1.671 0.142
H -1.8662 -3.0194 -1.9666 -2.209 -0.463 -0.103 0.085
H -3.2850 -3.6981 -0.8684 0.755 1.018 -2.268 0.120
H -3.3274 -4.0943 -2.7112 0.748 2.234 1.404 0.125
N -5.1539 -0.2019 -5.4577 0.188 -0.105 0.026 -0.012
C -5.1679 0.0105 -6.8117 -0.019 0.047 -0.154 -0.133
C -5.6764 1.2697 -7.0398 0.174 -0.337 -0.159 -0.102
C -5.9741 1.8391 -5.7787 0.047 -0.006 0.411 -0.104
C -5.6389 0.9099 -4.8194 -0.028 0.189 0.073 -0.158
H -4.8348 -1.0464 -5.0010 -0.250 0.250 -0.229 0.135
H -4.8172 -0.7511 -7.4952 -0.098 0.150 0.089 0.109
H -5.8166 1.7291 -8.0097 0.020 -0.104 0.176 0.098
H -6.3878 2.8214 -5.5905 0.063 -0.186 -0.021 0.097
H -5.7051 0.9441 -3.7401 -0.129 0.019 -0.140 0.091
N -0.8276 4.4668 6.7872 -0.003 0.069 -0.022 0.003
C -0.0036 3.4880 7.2787 0.052 0.146 0.048 -0.147
C 0.4546 3.8966 8.5113 0.109 -0.359 -0.209 -0.102
C -0.1179 5.1639 8.7750 -0.223 0.226 -0.160 -0.097
C -0.9074 5.4904 7.6953 0.069 0.032 0.046 -0.130
H -1.3031 4.4379 5.8947 -0.020 0.051 0.352 0.067
H 0.1869 2.5876 6.7101 0.047 0.035 0.274 0.084
H 1.1274 3.3414 9.1519 -0.127 0.087 -0.115 0.096
H 0.0294 5.7724 9.6579 -0.044 -0.119 -0.167 0.098
H -1.5165 6.3618 7.4953 0.095 -0.169 0.109 0.101
N -2.8177 6.7826 3.7185 0.072 0.191 -0.113 -0.022
C -3.6548 7.6195 3.0275 -0.015 0.058 0.024 -0.142
C -3.5893 8.8647 3.6119 -0.173 -0.151 -0.306 -0.110
C -2.6762 8.7771 4.6897 0.246 -0.179 0.226 -0.105
C -2.2127 7.4812 4.7308 -0.026 0.029 0.021 -0.141
H -2.6691 5.8032 3.5132 -0.073 0.399 0.093 0.010
H -4.2250 7.2580 2.1823 0.059 0.092 0.150 0.104
H -4.1389 9.7416 3.2953 0.092 -0.161 0.052 0.094
H -2.3873 9.5737 5.3630 -0.046 -0.147 -0.112 0.095
H -1.5070 6.9972 5.3927 -0.076 0.150 -0.146 0.082
N 3.8710 -8.2537 -2.6628 -0.084 0.036 -0.011 -0.012
C 5.1474 -7.9099 -3.0247 0.161 0.070 0.021 -0.155
C 5.9999 -8.8846 -2.5562 0.007 0.364 -0.201 -0.112
C 5.2090 -9.8534 -1.8935 -0.386 -0.107 0.114 -0.111
C 3.8982 -9.4402 -1.9770 0.025 -0.102 0.108 -0.143
H 3.0391 -7.7166 -2.8700 0.347 -0.266 0.051 0.141
H 5.3396 -7.0027 -3.5818 0.009 -0.167 0.071 0.100
H 7.0750 -8.8972 -2.6795 -0.194 0.009 0.002 0.094
H 5.5580 -10.7557 -1.4082 -0.082 0.157 -0.095 0.094
H 2.9850 -9.8871 -1.6071 0.186 0.046 -0.055 0.105
```
Positions in Å, forces in eV/Å.

Properties
Gap between HOMO and LUMO (eV): 3.95
Total charge: +1
Strongest force on any atom (Eh/bohr): 0.1151

---

No. 2
This record from the Open Molecules 2025 dataset describes a cluster of 16 separate species, F6H30O15P in total. The level of theory is ωB97M-V/def2-TZVPD.

Structure (XYZ):
```
52
Properties=species:S:1:pos:R:3:forces:R:3:lowdin_charge:R:1
P -0.0414 -0.0191 -0.1729 -0.128 0.343 0.802 0.194
F 0.9756 0.7329 -1.1599 -0.033 0.359 0.133 -0.123
F 0.8466 0.3174 1.1320 0.479 -0.278 -0.456 -0.125
F -0.8407 1.3890 0.1274 -0.166 -0.350 -0.043 -0.180
F -1.0456 -0.8378 0.7997 -0.271 0.042 -0.166 -0.134
F -1.0647 -0.2681 -1.3981 -0.056 -0.180 -0.296 -0.145
F 0.7558 -1.3902 -0.4814 -0.092 -0.061 0.213 -0.132
O -4.6732 0.1631 0.5400 -0.025 0.144 0.043 -0.053
H -3.8162 -0.1409 0.2214 0.052 -0.085 0.016 0.014
H -5.2951 -0.1664 -0.1129 0.055 -0.066 -0.066 0.017
O 1.1107 3.4552 3.2335 -0.083 -0.199 0.233 -0.055
H 1.3837 4.3550 3.0414 -0.039 0.023 -0.114 0.042
H 1.6386 2.9215 2.6250 0.193 0.070 0.071 0.012
O 3.9972 -0.5149 -0.2047 0.065 0.019 0.020 -0.053
H 3.2917 -0.4470 -0.8593 -0.116 -0.059 0.017 0.005
H 4.8106 -0.4334 -0.7081 0.005 -0.058 -0.059 0.024
O 1.8557 -1.1008 -3.1662 0.067 0.104 -0.190 -0.070
H 1.2233 -0.9179 -2.4603 0.107 -0.033 -0.062 -0.026
H 1.5717 -1.9580 -3.4955 -0.002 -0.099 0.108 0.024
O -1.0733 -4.2496 0.7293 -0.232 0.081 -0.049 -0.032
H -1.3744 -3.6434 0.0461 0.099 0.035 -0.046 0.022
H -1.0900 -5.1129 0.3076 0.132 -0.040 -0.009 0.046
O -3.9615 -0.5047 -2.5251 -0.062 -0.153 -0.083 -0.056
H -3.2806 -0.0005 -2.9824 0.114 0.122 0.182 0.032
H -4.7824 -0.0571 -2.7466 0.000 0.063 -0.033 0.035
O 1.2187 -2.3026 2.5038 0.086 0.250 -0.370 -0.049
H 0.8242 -1.6694 1.8860 0.025 0.080 0.177 0.009
H 2.0840 -1.9208 2.6807 -0.013 0.056 0.159 0.069
O -2.6895 2.6985 -1.3930 -0.167 0.142 -0.261 -0.057
H -2.6577 1.9537 -0.7831 0.120 -0.023 0.070 0.007
H -3.4462 3.2162 -1.1053 -0.034 -0.024 0.073 0.040
O -0.8317 -2.7968 -2.6779 0.014 -0.369 -0.176 -0.051
H -1.2265 -2.3774 -3.4469 -0.095 0.054 0.026 0.039
H -1.2585 -2.3711 -1.9283 0.106 0.274 -0.024 0.004
O -1.4236 -2.9281 3.3637 -0.139 0.139 0.119 -0.077
H -0.5492 -2.7010 3.0170 -0.020 -0.180 0.295 -0.023
H -1.9488 -3.0621 2.5712 0.022 -0.150 -0.034 0.000
O 0.1323 3.9188 -0.1746 -0.085 0.110 -0.003 -0.050
H -0.2883 4.4450 -0.8582 0.022 0.007 -0.033 0.044
H -0.3437 3.0774 -0.1982 -0.080 0.029 -0.011 0.003
O 2.6292 3.0275 0.8624 0.018 0.053 0.405 -0.076
H 3.0510 3.3655 0.0661 -0.176 -0.132 -0.127 0.009
H 1.6851 3.1461 0.6773 0.196 0.163 -0.382 -0.011
O 2.2726 -4.2758 0.7181 0.158 -0.132 -0.288 -0.075
H 1.8402 -3.4198 0.8511 -0.103 -0.263 0.216 -0.010
H 3.2005 -4.1023 0.8944 0.028 0.061 -0.031 0.022
O -1.3400 1.6928 3.1999 -0.022 0.037 -0.003 -0.066
H -0.5835 2.2741 3.3512 0.024 0.126 -0.020 -0.008
H -1.1782 1.3328 2.3213 -0.041 -0.047 0.084 -0.014
O 3.1730 3.0612 -2.0330 0.314 0.201 -0.188 -0.046
H 3.9060 2.4434 -1.9574 -0.048 -0.120 0.040 0.040
H 2.6264 2.7030 -2.7382 -0.174 -0.087 0.122 0.045
```
Positions in Å, forces in eV/Å.

Properties
Gap between HOMO and LUMO (eV): 9.59
Total charge: -1
Strongest force on any atom (Eh/bohr): 0.0171